(1)
# C16H16BMgN9O7

A molecular structure, C16H16BMgN9O7 (the ωB97M-V functional and the def2-TZVPD basis, the OMol25 dataset).

ORCA input file:
```
! wB97M-V def2-TZVPD RIJCOSX def2/J DEFGRID3
* xyz 0 1
H 0.196 0.239 -3.027
N 1.562 0.229 -1.400
B 3.740 0.332 -0.023
N 2.949 0.455 -1.356
C 3.401 0.785 -2.577
Mg 0.333 -0.213 0.425
H 4.441 1.028 -2.725
C 2.330 0.755 -3.468
H 2.334 0.972 -4.520
C 1.211 0.389 -2.688
H 4.890 0.593 -0.154
C -0.502 -1.007 2.171
H -1.559 -1.201 2.003
H -0.346 -0.168 2.857
H 0.006 -1.899 2.526
N 3.534 -1.116 0.495
N 3.034 1.287 0.985
N 2.238 -1.612 0.696
N 1.655 1.189 1.235
C 4.447 -2.064 0.782
C 3.548 2.307 1.688
H 5.501 -1.849 0.676
H 4.588 2.562 1.593
C 3.775 -3.216 1.185
C 2.531 2.882 2.448
C 2.404 -2.877 1.113
C 1.373 2.140 2.145
H 4.185 -4.163 1.494
H 2.581 3.712 3.121
H 1.560 -3.510 1.356
H 0.376 2.258 2.556
H -0.528 -2.149 -0.686
O -7.173 -1.343 -0.823
N -6.799 -0.163 -0.937
O -7.513 0.791 -1.183
C -5.339 0.079 -0.742
C -4.586 -1.070 -0.443
C -3.202 -0.990 -0.359
C -2.574 0.282 -0.392
O -1.336 0.507 -0.221
C -3.429 1.426 -0.695
C -4.780 1.361 -0.864
N -2.851 2.854 -0.806
O -3.658 3.760 -1.070
O -1.650 3.039 -0.668
N -2.393 -2.282 -0.114
O -2.655 -2.938 0.839
O -1.428 -2.524 -0.987
H -4.996 -2.085 -0.375
H -5.431 2.227 -1.086
*
```

Calculated values
- Kohn-Sham gap (alpha / beta) (eV) = 8.72 / 5.04
- E_HOMO (alpha / beta) (eV) = -9.20 / -8.49
- relative energy (zero: lowest compared OMol25 entry of this formula, charge and spin) (eV) = 2.6032


(2)
# C2H7N5

A single C2H7N5 molecule (the ωB97M-V functional and the def2-TZVPD basis, the OMol25 dataset).

ORCA input file:
```
! wB97M-V def2-TZVPD RIJCOSX def2/J DEFGRID3
* xyz 0 1
C 1.986 -0.363 -0.041
C 2.101 0.964 0.010
N 0.839 -1.130 0.046
N -0.514 0.722 0.113
N -0.289 -0.532 0.049
N -1.876 1.079 0.000
N -1.531 -1.286 -0.091
H 2.782 -1.058 0.141
H 1.290 1.538 0.202
H 3.058 1.310 0.044
H -2.486 0.309 -0.463
H -1.981 1.961 -0.409
H -1.996 -1.200 0.774
H -1.383 -2.314 -0.374
*
```

Calculated values
- Kohn-Sham gap (eV) = 8.39
- E_HOMO (eV) = -7.51
- relative energy (zero: lowest compared OMol25 entry of this formula, charge and spin) (eV) = 5.4268


(3)
# C16H16ClN3O2Pd

A molecular structure, C16H16ClN3O2Pd (the ωB97M-V functional and the def2-TZVPD basis, the OMol25 dataset).

ORCA input file:
```
! wB97M-V def2-TZVPD RIJCOSX def2/J DEFGRID3
* xyz 2 1
Pd -0.306 -0.797 1.604
O -4.635 -3.712 6.269
N -5.106 -2.730 5.734
O -6.161 -2.211 6.004
C -4.318 -2.122 4.634
C -5.019 -1.474 3.682
C -4.357 -0.897 2.552
C -5.016 -0.220 1.509
C -4.280 0.294 0.473
C -2.889 0.142 0.463
N -2.262 -0.494 1.441
C -2.975 -1.014 2.475
C -2.242 -1.682 3.499
N -0.895 -1.712 3.326
C -0.141 -2.296 4.238
C -0.694 -2.875 5.383
C -2.053 -2.859 5.572
C -2.882 -2.254 4.600
H -6.094 -1.396 3.778
H -6.093 -0.109 1.533
H -4.750 0.820 -0.345
H -2.273 0.532 -0.333
H 0.928 -2.303 4.064
H -0.040 -3.332 6.111
H -2.485 -3.310 6.450
Cl 0.367 0.185 -0.287
C 6.701 4.156 -5.913
C 5.466 3.464 -6.322
C 5.858 1.911 -7.441
C 5.138 2.143 -5.976
H 7.110 4.785 -6.702
H 7.452 3.480 -5.511
H 6.385 4.834 -5.108
H 4.729 4.033 -6.883
H 6.826 1.463 -7.252
H 6.018 2.781 -8.095
H 5.157 1.280 -7.979
H 4.101 1.842 -6.029
H 5.731 1.652 -5.214
*
```

Calculated values
- Kohn-Sham gap (eV) = 7.76
- E_HOMO (eV) = -14.59
- relative energy (zero: lowest compared OMol25 entry of this formula, charge and spin) (eV) = 0.0000


(4)
# C3H13NO3

3 unconnected molecules or ions with the total composition C3H13NO3 (the ωB97M-V functional and the def2-TZVPD basis, the OMol25 dataset).

ORCA input file:
```
! wB97M-V def2-TZVPD RIJCOSX def2/J DEFGRID3
* xyz 0 1
C -1.708 0.599 1.406
C -0.271 0.189 1.862
O 0.633 1.259 1.395
C 0.205 -0.910 0.929
N -0.281 -2.241 1.279
H -1.560 0.978 0.420
H -2.577 -0.102 1.361
H -2.222 1.315 2.108
H -0.212 -0.155 2.834
H 0.233 2.050 1.310
H 0.185 -0.420 -0.148
H 1.337 -0.879 0.941
H 0.036 -2.889 0.606
H -1.268 -2.252 1.390
O 1.519 1.380 -2.783
H 0.729 1.412 -2.270
H 2.119 0.603 -2.723
O -0.057 -0.379 -2.889
H -0.033 -1.207 -2.776
H -0.913 -0.111 -2.968
*
```

Calculated values
- SMILES string = C[C@H](O)CN.O.O
- Kohn-Sham gap (eV) = 9.77
- E_HOMO (eV) = -9.29
- relative energy (zero: lowest compared OMol25 entry of this formula, charge and spin) (eV) = 3.1558


(5)
# C42H39N9SbYb

A molecular structure, C42H39N9SbYb (the ωB97M-V functional and the def2-TZVPD basis, the OMol25 dataset).

ORCA input file:
```
! wB97M-V def2-TZVPD RIJCOSX def2/J DEFGRID3
* xyz 2 2
Yb 0.079 0.134 -0.663
C -0.255 2.726 3.597
C -0.619 1.694 2.853
N 0.208 1.459 1.684
C 1.596 1.398 2.151
C 1.939 2.432 2.928
N 0.913 3.413 3.124
C 2.424 0.288 1.682
C 3.783 0.235 1.973
C 4.588 -0.754 1.407
C 3.930 -1.738 0.661
C 2.553 -1.682 0.492
N 1.811 -0.650 0.939
C 1.843 -2.754 -0.226
C 2.405 -4.026 -0.419
N 1.832 -4.927 -1.187
C 0.665 -4.632 -1.730
C 0.019 -3.439 -1.422
N 0.610 -2.487 -0.699
C 6.044 -0.730 1.561
C 6.710 0.425 1.984
C 8.094 0.416 2.054
N 8.825 -0.632 1.727
C 8.210 -1.728 1.328
C 6.831 -1.839 1.241
H -0.719 3.082 4.499
H -1.430 1.019 3.068
H 2.887 2.645 3.392
H 4.215 0.969 2.628
H 4.487 -2.530 0.192
H 3.318 -4.343 0.065
H 0.231 -5.368 -2.392
H -0.986 -3.244 -1.777
H 6.178 1.331 2.224
H 8.638 1.295 2.374
H 8.852 -2.553 1.055
H 6.393 -2.774 0.936
C -1.431 -2.315 1.661
C -2.399 -1.188 1.487
C -3.666 -1.260 2.057
C -4.533 -0.189 1.943
C -4.066 0.960 1.325
C -2.782 0.975 0.807
N -1.978 -0.098 0.823
Sb -2.061 3.003 0.288
C -2.140 2.427 -1.828
C -2.789 3.286 -2.699
C -3.150 2.810 -3.952
C -2.838 1.502 -4.272
C -2.136 0.715 -3.362
C -1.725 -0.676 -3.712
N -1.799 1.174 -2.145
C 0.154 2.715 0.871
C 0.590 3.907 1.757
C 1.799 4.613 1.240
C 2.306 4.346 0.038
C 1.766 3.272 -0.773
C 2.386 3.036 -2.101
N 0.839 2.470 -0.352
H -1.654 -2.857 2.579
H -0.404 -1.941 1.712
H -1.522 -3.027 0.839
H -3.941 -2.144 2.608
H -5.523 -0.228 2.366
H -4.677 1.847 1.264
H -3.025 4.298 -2.396
H -3.677 3.436 -4.656
H -3.140 1.086 -5.219
H -2.338 -1.073 -4.517
H -1.809 -1.331 -2.841
H -0.684 -0.669 -4.051
H -0.221 4.642 1.885
H 2.247 5.320 1.919
H 3.173 4.868 -0.331
H 3.456 2.873 -1.980
H 2.266 3.921 -2.725
H 1.950 2.170 -2.601
C 4.352 -1.973 -3.354
C 3.385 -1.091 -4.154
C 2.754 -1.927 -5.273
C 4.153 0.094 -4.751
C 2.339 -0.618 -3.241
C 1.470 -0.239 -2.480
H 5.154 -2.315 -4.001
H 3.834 -2.843 -2.957
H 4.790 -1.418 -2.526
H 3.534 -2.348 -5.901
H 2.100 -1.324 -5.896
H 2.175 -2.746 -4.852
H 4.916 -0.268 -5.436
H 4.643 0.668 -3.967
H 3.490 0.756 -5.304
*
```

Calculated values
- Kohn-Sham gap (alpha / beta) (eV) = 7.83 / 7.82
- E_HOMO (alpha / beta) (eV) = -13.68 / -13.68
- relative energy (zero: lowest compared OMol25 entry of this formula, charge and spin) (eV) = 0.9205


(6)
# C3H9NO

A molecular structure, C3H9NO (the ωB97M-V functional and the def2-TZVPD basis, the OMol25 dataset).

ORCA input file:
```
! wB97M-V def2-TZVPD RIJCOSX def2/J DEFGRID3
* xyz 0 1
C -1.954 0.398 0.348
O -0.628 0.582 0.764
H -2.327 -0.625 0.489
H -2.614 1.062 0.926
H -2.118 0.713 -0.691
C 1.939 0.157 0.323
C -0.193 -0.628 -0.522
N 1.161 -0.451 -0.743
H 1.644 1.188 0.511
H 2.990 0.116 0.037
H 1.844 -0.366 1.272
H -0.366 -1.269 0.331
H -0.668 -0.946 -1.444
H 1.289 0.069 -1.602
*
```

Calculated values
- Kohn-Sham gap (eV) = 9.82
- E_HOMO (eV) = -8.85
- relative energy (zero: lowest compared OMol25 entry of this formula, charge and spin) (eV) = 3.6640


(7)
# C6H12O

A single C6H12O molecule (the ωB97M-V functional and the def2-TZVPD basis, the OMol25 dataset).

ORCA input file:
```
! wB97M-V def2-TZVPD RIJCOSX def2/J DEFGRID3
* xyz 0 1
C 0.394 1.678 -0.754
C 0.835 0.380 -0.038
C 0.930 0.559 1.404
C -0.750 -1.050 1.667
O -1.369 -0.605 0.482
C -0.257 -0.764 -0.338
C -0.629 -0.953 -1.790
H 1.122 2.478 -0.590
H 0.301 1.535 -1.837
H -0.576 2.014 -0.371
H 1.768 0.020 -0.487
H 0.335 1.345 1.869
H 1.855 0.317 1.928
H -0.967 -0.436 2.540
H -1.077 -2.083 1.878
H 0.256 -1.435 0.952
H -1.271 -0.137 -2.157
H 0.274 -0.975 -2.410
H -1.176 -1.889 -1.947
*
```

Calculated values
- Kohn-Sham gap (alpha / beta) (eV) = 7.88 / 7.81
- E_HOMO (alpha / beta) (eV) = -7.27 / -7.48
- relative energy (zero: lowest compared OMol25 entry of this formula, charge and spin) (eV) = 6.1200


(8)
# C36H65BCl9IO7S2

5 unconnected molecules or ions with the total composition C36H65BCl9IO7S2 (the ωB97M-V functional and the def2-TZVPD basis, the OMol25 dataset).

ORCA input file:
```
! wB97M-V def2-TZVPD RIJCOSX def2/J DEFGRID3
* xyz 0 1
C -4.153 -4.013 1.005
C -3.386 -4.619 1.727
C -2.587 -5.599 2.452
C -1.064 -5.303 2.576
C -0.397 -4.674 1.337
C 0.046 -3.199 1.396
Cl -1.096 -2.333 2.505
C 0.309 -2.436 0.028
C 1.442 -3.340 -0.624
S 1.651 -3.367 -2.439
C 1.639 -5.121 -2.882
C 1.392 -5.219 -4.397
C -0.891 -2.392 -0.940
C -2.194 -1.669 -0.528
C -1.363 -3.763 -1.523
C -1.816 -3.651 -3.004
C -3.261 -4.157 -3.161
C 1.003 -1.010 0.221
C 1.829 -0.553 -1.012
C 1.115 -0.144 -2.310
C 1.660 1.211 -2.798
I 1.102 1.612 -4.832
B 0.048 0.254 0.518
O -1.106 0.283 1.291
O 0.389 1.517 0.033
C -0.759 2.197 -0.514
C 2.106 -0.980 1.340
C 2.543 0.412 1.839
C 1.871 0.882 3.156
C 1.737 2.434 3.155
C 0.277 2.896 3.006
C 0.001 4.286 3.613
O -0.546 5.179 2.617
C 0.461 5.706 1.835
C 1.202 6.877 2.435
O 0.685 5.274 0.736
O 1.832 -1.687 2.570
S 1.563 -3.237 2.461
O 1.230 -3.642 3.783
O 2.620 -4.004 1.875
H -4.730 -3.270 0.517
H -2.710 -6.590 2.017
H -3.014 -5.675 3.453
H -0.890 -4.797 3.518
H -0.620 -6.291 2.702
H -1.021 -4.947 0.494
H 0.519 -5.252 1.196
H 1.347 -4.388 -0.359
H 2.410 -3.058 -0.234
H 0.860 -5.668 -2.349
H 2.586 -5.608 -2.655
H 0.755 -4.401 -4.730
H 0.902 -6.152 -4.664
H 2.335 -5.111 -4.928
H -0.580 -1.858 -1.831
H -2.486 -1.753 0.510
H -2.137 -0.602 -0.755
H -3.026 -2.023 -1.134
H -0.636 -4.566 -1.433
H -2.244 -4.095 -0.974
H -1.725 -2.630 -3.373
H -1.203 -4.342 -3.578
H -3.945 -3.592 -2.528
H -3.601 -4.135 -4.194
H -3.286 -5.174 -2.767
H 2.387 0.333 -0.722
H 2.641 -1.242 -1.257
H 0.031 -0.029 -2.255
H 1.297 -0.827 -3.135
H 2.745 1.191 -2.730
H 1.291 2.038 -2.206
H -0.914 0.474 2.214
H -1.217 2.815 0.257
H -1.462 1.504 -0.967
H -0.419 2.876 -1.296
H 3.002 -1.435 0.907
H 3.593 0.288 2.119
H 2.551 1.185 1.082
H 0.857 0.500 3.229
H 2.465 0.583 4.011
H 2.126 2.869 4.077
H 2.276 2.862 2.309
H 0.001 2.967 1.958
H -0.426 2.198 3.465
H -0.772 4.201 4.372
H 0.881 4.706 4.103
H 0.483 7.678 2.597
H 1.618 6.614 3.407
H 2.007 7.163 1.769
Cl 4.938 1.131 -0.579
C 4.846 2.674 0.315
C 3.679 3.520 -0.123
Cl 3.882 4.150 -1.779
H 5.790 3.196 0.176
H 4.745 2.424 1.370
H 3.590 4.384 0.535
H 2.740 2.968 -0.093
Cl 8.307 4.620 0.078
C 7.297 6.072 0.293
C 7.074 6.396 1.749
Cl 6.051 5.173 2.550
H 6.355 5.903 -0.226
H 7.815 6.898 -0.190
H 6.560 7.351 1.838
H 8.011 6.454 2.296
Cl -4.032 2.414 -1.989
C -5.283 2.838 -0.794
C -4.748 2.838 0.614
Cl -4.331 1.192 1.156
H -6.098 2.124 -0.902
H -5.652 3.829 -1.055
H -5.508 3.219 1.295
H -3.859 3.458 0.705
Cl -5.768 -0.837 -2.156
C -6.835 -0.241 -3.451
C -8.237 0.019 -2.961
Cl -9.092 -1.485 -2.533
H -6.826 -0.973 -4.255
H -6.396 0.685 -3.820
H -8.815 0.501 -3.747
H -8.237 0.663 -2.085
*
```

Calculated values
- SMILES string = C#CCCC[C@]1(Cl)[C@@](CSCC)([C@H](C)CCC)[C@@](CCCI)(B(O)OC)[C@@H](CCCCCOC(C)=O)OS1(=O)=O.ClCCCl.ClCCCl.ClCCCl.ClCCCl
- Kohn-Sham gap (eV) = 8.72
- E_HOMO (eV) = -8.42


(9)
# C9H21N5O

2 unconnected molecules or ions with the total composition C9H21N5O (the ωB97M-V functional and the def2-TZVPD basis, the OMol25 dataset).

ORCA input file:
```
! wB97M-V def2-TZVPD RIJCOSX def2/J DEFGRID3
* xyz 2 3
C 0.250 1.029 -2.281
C 1.837 0.000 -0.686
C -0.017 1.157 0.139
C 4.984 -0.955 0.985
C -3.525 -2.159 0.697
C -3.778 -0.210 -0.840
C -1.530 2.555 1.573
C 3.409 -1.111 0.927
C -2.948 -1.045 -0.029
N 1.571 0.554 -1.930
N 1.011 0.277 0.301
N -0.364 1.679 -1.028
N -1.677 -0.884 0.013
N 2.913 -0.672 -0.383
O -0.567 1.481 1.248
H 0.357 1.701 -3.078
H 5.421 -1.386 1.958
H 5.428 -1.594 0.255
H 5.365 0.053 0.917
H -2.851 -2.882 1.131
H -4.106 -1.640 1.471
H -4.278 -2.688 -0.038
H -3.390 0.436 -1.671
H -4.275 0.314 -0.144
H -4.593 -0.779 -1.323
H -1.041 3.158 2.298
H -2.521 2.186 1.858
H -1.712 3.120 0.717
H 2.829 -0.584 1.802
H 3.148 -2.201 0.998
H -0.534 0.123 -2.603
H 2.226 0.435 -2.675
H 1.395 -0.062 1.190
H -0.902 2.577 -1.206
H -1.066 -1.393 0.659
H 3.531 -0.592 -1.223
*
```

Calculated values
- Kohn-Sham gap (alpha / beta) (eV) = 4.56 / 5.48
- E_HOMO (alpha / beta) (eV) = -11.38 / -16.37


(10)
# C8H18N4O

A gas-phase ion, C8H18N4O (charge +2) (the ωB97M-V functional and the def2-TZVPD basis, the OMol25 dataset).

ORCA input file:
```
! wB97M-V def2-TZVPD RIJCOSX def2/J DEFGRID3
* xyz 2 1
C -0.414 2.540 -2.786
C 0.079 1.160 -2.888
C -0.227 0.123 -1.725
C 0.756 0.537 -0.572
N 0.532 -0.150 0.659
C -0.551 -0.287 1.266
N -0.587 -1.049 2.385
C 0.215 -1.912 3.098
N 1.336 -2.609 2.789
C 2.464 -2.416 2.122
N 2.734 -1.486 1.262
O -1.637 0.293 0.851
C -2.950 0.251 1.480
H -1.473 2.564 -2.647
H 0.189 3.083 -2.027
H -0.212 2.992 -3.730
H -0.376 0.732 -3.853
H 1.081 0.999 -3.130
H -1.239 0.014 -1.249
H 0.002 -0.854 -2.135
H 0.662 1.618 -0.478
H 1.785 0.173 -0.795
H -1.454 -0.959 2.923
H -0.270 -2.120 4.048
H 1.399 -3.388 3.503
H 3.303 -3.167 2.323
H 3.716 -1.283 1.041
H 2.017 -0.812 1.023
H -3.157 1.015 2.189
H -3.087 -0.718 2.131
H -3.666 0.239 0.573
*
```

Calculated values
- SMILES string = CCCC/N=C(/N/C=[NH+]\C=[NH2+])OC
- Kohn-Sham gap (alpha / beta) (eV) = 5.84 / 5.84
- E_HOMO (alpha / beta) (eV) = -15.95 / -15.95
- relative energy (zero: lowest compared OMol25 entry of this formula, charge and spin) (eV) = 0.6042


(11)
# C3H9N2O

A gas-phase ion, C3H9N2O (charge -1) (the ωB97M-V functional and the def2-TZVPD basis, the OMol25 dataset).

ORCA input file:
```
! wB97M-V def2-TZVPD RIJCOSX def2/J DEFGRID3
* xyz -1 1
C 0.783 -0.214 -1.828
C -0.394 -0.776 -0.984
N -0.009 -1.125 0.443
O -1.087 -1.631 1.017
N 0.582 0.163 1.040
C -0.411 1.038 1.705
H 1.366 -1.017 -2.183
H 0.350 0.304 -2.699
H 1.378 0.553 -1.265
H -1.148 0.025 -0.921
H -0.719 -1.669 -1.546
H 1.252 0.098 1.767
H -0.922 1.742 0.892
H -1.127 0.677 2.403
H 0.105 1.833 2.157
*
```

Calculated values
- SMILES string = CCN([O-])NC
- Kohn-Sham gap (eV) = 5.55
- E_HOMO (eV) = -1.13
- relative energy (zero: lowest compared OMol25 entry of this formula, charge and spin) (eV) = 3.9385


(12)
# C5H16N2O3PS

A molecular structure, C5H16N2O3PS (the ωB97M-V functional and the def2-TZVPD basis, the OMol25 dataset).

ORCA input file:
```
! wB97M-V def2-TZVPD RIJCOSX def2/J DEFGRID3
* xyz 1 1
C -1.643 -0.932 0.950
C -1.665 -1.787 -0.318
C -0.242 -0.395 1.225
C 0.208 1.829 0.096
C 1.398 2.439 -0.551
N -1.279 -0.911 -1.514
N 0.380 0.415 0.108
O 3.087 1.826 1.295
O 4.513 -0.017 0.024
O 4.153 -1.855 -1.622
P 5.250 -1.121 -0.664
S 2.913 1.572 -0.327
H -2.007 -1.456 1.799
H -2.234 0.000 0.660
H -2.788 -2.199 -0.379
H -0.943 -2.696 -0.145
H -0.230 0.214 2.150
H 0.504 -1.185 1.356
H 0.165 1.999 1.186
H -0.719 2.181 -0.253
H 1.317 2.327 -1.682
H 1.542 3.448 -0.377
H -0.960 -1.487 -2.228
H -0.024 -0.005 -0.773
H -2.168 -0.460 -1.802
H 1.483 0.313 0.117
H 3.448 0.992 1.634
H 4.354 -2.554 -2.194
*
```

Calculated values
- Kohn-Sham gap (eV) = 8.31
- E_HOMO (eV) = -11.77
- relative energy (zero: lowest compared OMol25 entry of this formula, charge and spin) (eV) = 0.0000